Record 1
DFT (wB97M-V/def2-TZVPD) results for a molecular structure, C29H43Cl7N3O4RuSi at a distorted geometry.

Results
* relative energy (zero: lowest compared OMol25 entry of this formula, charge and spin): 0.000 eV
* electronic energy: -141544.869 eV
* frontier orbital gap (spin up / spin down): 4.774 / 5.513 eV
* charge: 0
* molecular weight: 875.01 g mol⁻¹
* E_LUMO (spin up / spin down): 0.26 / -2.48 eV
* <S²>: 8.819
* spin multiplicity: 6

Cartesian coordinates (Å):
C  3.049  -2.106  -3.729
C  2.248  -1.730  -4.933
H  3.320  -3.162  -3.765
H  2.459  -1.966  -2.826
H  3.962  -1.527  -3.631
C  2.260  -2.366  -6.106
C  3.051  -3.566  -6.492
H  1.613  -1.974  -6.887
H  3.131  -4.266  -5.658
H  4.073  -3.287  -6.756
H  2.630  -4.101  -7.338
Ru  -0.308  -0.328  3.541
Cl  1.173  -0.756  1.836
C  -0.612  1.824  1.647
O  -1.278  1.050  2.358
N  -1.163  2.691  0.798
C  -2.530  2.541  0.342
C  -0.405  3.813  0.287
H  0.475  1.829  1.686
H  -3.053  1.872  1.014
H  -2.546  2.126  -0.666
H  -3.032  3.508  0.328
H  0.570  3.846  0.763
H  -0.925  4.750  0.490
H  -0.266  3.721  -0.790
H  -4.080  1.823  6.689
H  -2.196  1.932  8.677
C  -3.808  0.769  6.743
C  -1.977  0.899  8.407
N  -2.398  0.631  7.048
H  -4.008  0.296  5.789
C  -1.512  0.286  6.113
O  -1.820  0.065  4.927
H  -0.909  0.734  8.501
H  -0.481  0.206  6.450
H  -4.411  0.294  7.517
H  -2.496  0.242  9.105
H  0.646  -4.922  2.319
H  -0.429  -3.426  0.365
C  -0.346  -4.958  2.769
C  -1.345  -3.788  0.829
N  -1.158  -3.870  2.267
H  -0.238  -4.873  3.846
C  -1.538  -2.880  3.063
O  -1.645  -1.692  2.696
H  -2.137  -3.081  0.616
H  -1.793  -3.188  4.080
H  -0.806  -5.917  2.533
H  -1.588  -4.771  0.427
O  0.046  -0.908  -4.345
C  1.351  -0.525  -4.758
C  0.177  0.169  -6.899
C  1.260  0.278  -6.038
H  -0.636  -0.490  -6.636
C  0.141  0.903  -8.078
H  1.796  0.120  -3.993
C  2.307  1.133  -6.374
H  -0.710  0.809  -8.741
C  1.184  1.753  -8.407
C  2.271  1.867  -7.548
H  3.161  1.213  -5.713
H  1.155  2.325  -9.325
H  3.091  2.529  -7.794
Si  -0.858  -0.110  -3.186
Cl  0.501  -1.991  4.955
C  -2.610  -0.676  -3.514
C  -0.703  1.748  -3.397
C  -0.345  -0.599  -1.450
H  -2.840  -0.650  -4.578
H  -3.334  -0.044  -3.000
H  -2.762  -1.698  -3.169
H  -0.448  -1.673  -1.296
H  -0.970  -0.100  -0.708
H  0.690  -0.331  -1.248
H  -0.832  2.045  -4.437
H  0.263  2.117  -3.058
H  -1.468  2.262  -2.814
Cl  3.199  -0.685  4.266
C  2.481  0.847  4.753
C  1.117  1.153  4.505
C  0.631  2.427  4.904
Cl  -1.036  2.916  4.604
C  1.473  3.346  5.556
Cl  0.848  4.920  6.065
C  2.808  3.017  5.814
Cl  3.854  4.171  6.648
C  3.314  1.777  5.408
Cl  5.006  1.383  5.734

Forces on the atoms, in the same order (eV/Å):
C -0.1839 -0.6644 -0.0184
C 0.0634 -0.0565 -0.1378
H 0.1492 0.0314 0.0321
H -0.0534 0.1139 0.1338
H 0.1592 0.1819 -0.0203
C -0.3004 0.2643 -0.2081
C 0.3833 -0.2779 0.5050
H 0.0600 0.0802 0.0659
H 0.0348 -0.0690 -0.0452
H 0.0339 0.0150 -0.0782
H -0.1329 0.0670 -0.0600
Ru 2.6211 0.4007 0.5954
Cl 0.9313 -0.3394 -1.7400
C -0.5096 0.2367 0.2369
O -0.1578 0.6950 -1.3182
N 0.0237 -0.1291 0.0876
C -0.1251 0.1174 0.2286
C 0.2082 -0.1956 -0.3860
H 0.1451 0.1774 0.2153
H -0.0931 -0.0816 0.0459
H 0.0216 -0.0190 -0.0873
H 0.0159 -0.0006 0.0517
H 0.0809 -0.0008 0.0546
H -0.0460 -0.0470 0.0966
H 0.0041 0.0524 -0.1006
H -0.0338 0.0647 -0.0248
H -0.0074 0.0549 -0.0053
C 0.0024 0.0578 -0.0619
C -0.0123 0.0819 0.0642
N 0.2960 -0.2415 -0.0946
H -0.0268 -0.0036 -0.1144
C -0.8616 -0.0519 -0.1534
O -1.5440 0.3940 2.0720
H 0.1020 -0.0111 -0.0079
H 0.1736 -0.0371 0.0979
H 0.0871 -0.0389 0.0415
H -0.0209 -0.0426 -0.0135
H 0.0352 0.1391 -0.0060
H 0.0672 0.0201 -0.2276
C -0.4638 -0.4098 0.2337
C 0.7378 0.4553 0.0387
N -0.3893 -0.2235 -0.4412
H 0.0441 0.0814 0.0743
C 0.1872 0.2222 0.2693
O -1.2231 -0.9793 -0.4421
H -0.1259 0.0721 -0.0597
H 0.4512 0.1663 0.1391
H 0.0076 -0.1069 -0.0515
H -0.0525 -0.0281 0.1419
O 0.0031 -0.1770 0.4545
C -0.6894 0.6070 -0.9150
C -0.4199 0.4117 -0.8680
C -3.3526 -2.8373 1.7472
H -0.0741 -0.0405 0.0003
C -3.7045 -3.3735 1.6952
H 0.2464 0.1726 0.1427
C 3.7689 2.9100 -1.3698
H -0.0031 -0.0495 0.0674
C 3.6027 2.8845 -0.9901
C 0.1357 -0.0405 0.2369
H 0.0337 0.0419 -0.0371
H 0.0762 0.0035 0.0400
H -0.0072 -0.0048 0.0034
Si -0.0618 -0.2934 -0.0855
Cl -0.1644 -0.5247 0.7359
C 0.1061 0.0505 0.0090
C 0.0131 -0.1171 -0.0207
C -0.0642 0.1315 -0.4848
H 0.0042 0.0483 -0.0793
H -0.0548 0.0565 0.0664
H 0.0283 -0.0761 0.0195
H 0.0066 -0.0514 -0.0081
H -0.0128 0.0336 0.1113
H 0.1109 0.0239 0.1336
H -0.0028 -0.0088 -0.0950
H 0.1471 0.0291 0.0111
H -0.0822 0.0201 0.0730
Cl -0.0016 1.0914 0.3551
C -0.3245 0.3421 0.1026
C -0.8415 -0.2994 -0.3206
C 1.1181 -0.5848 0.0253
Cl 0.5861 0.1545 0.2252
C -0.3192 0.4468 0.1255
Cl 0.3826 -0.7921 -0.2380
C 0.2469 0.3146 0.2005
Cl -0.6270 -0.6788 -0.5011
C 0.4245 -0.3122 -0.0177
Cl -0.9974 0.2999 -0.1687


Record 2
DFT (wB97M-V/def2-TZVPD) results for a molecular structure, C29H43F6N3O5SbSi3Ti at a distorted geometry.

Results
* relative energy (zero: lowest compared OMol25 entry of this formula, charge and spin): 0.672 eV
* electronic energy: -115080.221 eV
* frontier orbital gap (spin up / spin down): 6.023 / 5.952 eV
* charge: 0
* molecular weight: 881.55 g mol⁻¹
* E_LUMO (spin up / spin down): -1.60 / -1.67 eV
* <S²>: 0.754
* spin multiplicity: 2

Cartesian coordinates (Å):
Ti  0.364  0.111  -1.000
O  -1.983  -3.413  -1.535
C  -1.476  -2.201  -1.441
O  -0.625  -1.871  -0.641
C  -2.039  -1.198  -2.381
C  -3.102  -1.378  -3.247
C  -3.501  -0.291  -4.010
C  -2.844  0.925  -3.878
C  -1.788  1.007  -2.987
N  -1.404  -0.038  -2.268
C  -0.965  2.204  -2.622
O  -1.128  3.356  -3.219
O  -0.177  2.074  -1.704
H  -1.552  -3.979  -0.874
H  -3.596  -2.337  -3.312
H  -4.329  -0.385  -4.699
H  -3.167  1.781  -4.456
H  -1.660  3.279  -4.020
C  3.607  -1.030  1.047
N  2.645  -1.209  -0.047
C  3.049  -1.926  -1.025
C  2.278  -2.049  -2.223
C  2.538  -2.806  -3.355
C  1.517  -2.511  -4.264
C  0.700  -1.585  -3.641
N  1.143  -1.297  -2.383
C  3.280  -1.789  2.315
C  3.031  -3.157  2.282
C  2.737  -3.847  3.447
C  2.698  -3.179  4.665
C  2.962  -1.818  4.709
C  3.250  -1.131  3.537
H  3.661  0.029  1.304
H  4.605  -1.327  0.705
H  4.027  -2.418  -1.014
H  3.384  -3.461  -3.496
H  1.408  -2.876  -5.273
H  -0.127  -1.062  -4.092
H  3.047  -3.682  1.334
H  2.538  -4.911  3.407
H  2.466  -3.718  5.574
H  2.934  -1.289  5.652
H  3.443  -0.062  3.571
C  2.659  1.996  0.219
O  1.453  1.232  0.379
Si  0.240  1.753  1.477
C  0.157  3.611  1.252
C  0.937  1.481  3.193
C  -1.139  0.706  0.865
Si  -1.457  -0.757  2.007
C  -1.993  -0.353  3.784
C  0.072  -1.817  2.187
C  -2.890  -1.881  1.457
Si  -2.726  1.662  0.646
C  -3.400  2.341  2.274
C  -4.159  0.671  -0.096
C  -2.703  3.198  -0.473
H  3.014  2.299  1.205
H  2.466  2.875  -0.394
H  3.401  1.377  -0.271
H  1.013  4.073  1.751
H  -0.745  4.034  1.699
H  0.187  3.900  0.202
H  1.875  2.030  3.312
H  1.120  0.428  3.419
H  0.243  1.874  3.939
H  -1.510  0.517  4.227
H  -1.738  -1.218  4.404
H  -3.071  -0.212  3.864
H  0.923  -1.413  1.643
H  -0.089  -2.824  1.796
H  0.359  -1.917  3.236
H  -3.820  -1.563  1.930
H  -2.685  -2.895  1.816
H  -3.087  -1.935  0.386
H  -3.671  1.560  2.983
H  -4.295  2.937  2.076
H  -2.675  2.995  2.768
H  -4.631  0.005  0.625
H  -3.874  0.069  -0.963
H  -4.920  1.383  -0.430
H  -3.409  3.913  -0.044
H  -3.084  2.968  -1.473
H  -1.750  3.710  -0.579
F  2.129  1.054  -2.197
Sb  2.546  1.970  -3.863
F  1.798  3.531  -3.117
F  4.229  2.402  -3.150
F  2.954  2.830  -5.476
F  3.136  0.312  -4.498
F  0.761  1.552  -4.434

Forces on the atoms, in the same order (eV/Å):
Ti 1.1660 -0.2932 0.6551
O -0.0052 -0.0052 0.0058
C 0.0530 -0.0325 -0.0145
O -0.1601 -0.1473 0.0435
C -0.0106 0.0105 -0.0091
C 0.0042 -0.0115 0.0056
C -0.0161 0.0022 -0.0139
C 0.0077 0.0126 -0.0072
C 0.0182 -0.0201 -0.0292
N -0.0550 0.0167 0.0336
C 0.1158 -0.1280 -0.1297
O 0.0055 0.0560 0.0331
O -0.1448 0.1821 -0.0707
H 0.0001 -0.0020 0.0014
H 0.0007 -0.0009 0.0019
H -0.0001 0.0001 -0.0005
H 0.0043 0.0037 -0.0020
H 0.0171 -0.0018 -0.0205
C -0.1621 -0.0280 0.0574
N 0.0660 -0.0336 0.0380
C -0.0730 0.1294 -0.1380
C -0.0712 -0.0380 0.2964
C 0.0381 -0.0202 0.0235
C 0.0212 -0.0970 -0.1007
C 0.0468 0.0527 0.1326
N -0.3440 -0.1241 -0.8585
C 0.0642 -0.0242 -0.0829
C 0.0131 -0.0449 0.0554
C 0.0378 0.0016 -0.0049
C 0.0095 -0.0182 -0.0186
C -0.0131 -0.0040 0.0063
C 0.0860 0.0298 -0.0174
H -0.0193 -0.0818 -0.0404
H 0.0293 0.0163 0.0112
H 0.0051 0.0000 0.0359
H -0.0070 -0.0103 -0.0016
H 0.0032 -0.0016 0.0103
H 0.0148 0.0195 -0.0166
H -0.0105 0.0107 -0.0084
H -0.0062 0.0005 0.0030
H 0.0001 -0.0002 0.0018
H 0.0023 0.0000 0.0043
H 0.0153 -0.0973 0.0026
C -0.0502 0.0928 -0.0327
O 0.0107 0.3894 0.0519
Si -0.3294 -0.0530 0.0855
C -0.0119 0.0145 0.0405
C -0.0595 -0.1187 -0.0320
C 0.0314 0.0497 0.0247
Si -0.1405 0.1150 -0.0292
C -0.0071 -0.0144 -0.0357
C 0.0854 -0.0959 0.0083
C -0.0380 0.0027 0.0040
Si 0.0290 0.0599 -0.0494
C 0.0123 -0.0167 0.0204
C -0.0203 0.0145 0.0076
C -0.0308 0.0044 0.0097
H 0.0054 0.0125 -0.0081
H 0.0059 0.0042 -0.0081
H 0.0210 0.0349 -0.0362
H -0.0017 0.0033 -0.0010
H 0.0069 0.0045 -0.0109
H 0.0061 -0.0050 0.0044
H 0.0141 -0.0194 -0.0150
H -0.0572 0.1017 -0.0017
H 0.0022 0.0210 0.0045
H 0.0359 0.0218 -0.0139
H -0.0015 0.0040 0.0034
H 0.0117 0.0080 0.0067
H -0.0838 -0.0055 0.0026
H -0.0092 0.0019 0.0059
H 0.0472 0.0051 -0.0038
H -0.0020 -0.0259 0.0004
H 0.0059 -0.0038 -0.0077
H -0.0142 0.0254 0.0607
H 0.0004 0.0212 -0.0161
H -0.0007 0.0043 -0.0047
H -0.0045 -0.0100 0.0019
H -0.0081 -0.0161 -0.0062
H -0.0020 0.0211 0.0039
H -0.0004 0.0045 0.0136
H -0.0232 -0.0102 -0.0047
H 0.0005 0.0090 0.0385
H -0.0389 0.0076 0.0112
F -0.1671 0.1602 0.1073
Sb -0.0120 -0.0279 -0.0468
F 0.1325 0.0568 0.0422
F -0.0191 -0.0763 0.1306
F -0.1390 0.0069 -0.0822
F 0.0599 0.0221 -0.0765
F 0.0007 -0.0842 -0.0411


Look up the <S²> of the first one. 8.819


What is the formula in the first record? C29H43Cl7N3O4RuSi